(1)
Molecular formula: Ca3H6N2O9
Method: DFT, ωB97M-V/def2-TZVPD

```
20
Ca3H6N2O9 | OMol25 | ωB97M-V/def2-TZVPD
Ca -0.058 5.003 -2.999
Ca 0.653 -0.479 5.187
Ca -4.231 -2.790 -1.678
O 3.615 -0.226 1.346
O 5.092 0.779 0.252
O -3.365 5.343 3.283
O -1.504 -2.684 -4.363
O -1.283 0.040 0.095
O 4.473 -1.104 -0.345
O -1.230 2.211 0.014
O -1.053 1.305 1.830
O 1.382 -4.932 -0.174
N -1.223 1.153 0.645
N 4.402 -0.180 0.457
H 1.619 -4.031 -0.393
H 1.108 -4.893 0.742
H -2.787 4.594 3.136
H -3.376 5.805 2.444
H -0.797 -2.068 -4.173
H -1.436 -2.845 -5.304
```

Net charge   +4
Relative energy (zero: lowest compared OMol25 entry of this formula, charge and spin)   768.0 kJ/mol
HOMO-LUMO gap   1.57 eV

(2)
Molecular formula: C15H29N2O4P2Re
Method: DFT, ωB97M-V/def2-TZVPD

```
53
C15H29N2O4P2Re | OMol25 | ωB97M-V/def2-TZVPD
Re -0.074 -0.129 -0.004
P 0.749 -2.114 -0.889
P -0.573 2.098 0.303
O -3.291 1.651 -2.126
O -2.460 -0.795 -2.055
O 1.996 -0.257 2.584
O -1.975 -2.309 1.410
N 0.343 0.565 -2.041
N -0.115 -0.953 1.821
C 2.074 -2.977 -0.033
C -0.729 -2.434 3.540
C 0.598 1.401 -4.680
C 0.629 3.164 1.167
C -0.408 -3.461 -1.321
C 0.932 -0.236 -2.948
C -1.076 -1.924 2.146
C -2.116 2.672 1.093
C 1.045 0.146 -4.283
C -0.098 1.823 -2.397
C 0.967 -0.900 2.733
C 0.612 -1.828 3.888
C 1.430 -1.595 -2.521
C 0.053 2.245 -3.729
C -0.824 2.602 -1.434
H 1.136 -2.350 -3.265
H -0.979 3.668 -1.644
H -1.506 -2.105 4.240
H -3.227 -1.357 -1.859
H 2.896 -2.290 0.196
H -0.710 -3.528 3.540
H -2.970 2.271 0.535
H 0.710 2.805 2.204
H -0.920 -3.762 -0.398
H 1.680 -3.390 0.903
H 1.446 0.516 0.217
H -1.157 -3.078 -2.024
H 1.614 3.087 0.689
H -2.440 2.219 -2.019
H -0.282 3.255 -3.961
H 0.281 4.207 1.160
H -3.788 2.009 -2.875
H -2.141 2.303 2.125
H 2.530 -1.606 -2.434
H 1.461 -0.573 -4.987
H -2.803 0.179 -2.136
H 0.674 1.705 -5.721
H -1.716 0.363 0.161
H 1.395 -2.587 3.998
H 2.433 -3.795 -0.670
H -2.139 3.769 1.085
H 0.579 -1.249 4.817
H 0.151 -4.293 -1.766
H -1.065 -1.277 -0.809
```

<S²>   3.790
Net charge   +1
Relative energy (zero: lowest compared OMol25 entry of this formula, charge and spin)   0.0 kJ/mol
HOMO-LUMO gap (spin up / spin down)   8.26 / 5.36 eV
2S+1   4

(3)
Molecular formula: C9H30AgBN4O3
Method: DFT, ωB97M-V/def2-TZVPD

```
48
C9H30AgBN4O3 | OMol25 | ωB97M-V/def2-TZVPD
Ag -0.347 -0.393 -0.175
O 1.907 -1.013 -0.069
O -0.331 -0.328 -2.704
O -3.358 0.270 3.087
N -1.728 -1.154 2.607
N -1.688 1.629 -0.666
N -1.713 -0.234 4.460
N 1.034 0.969 1.855
C 2.264 0.983 1.092
C 3.154 1.987 1.851
C -1.565 0.481 -2.896
C -2.329 -0.240 3.322
C -0.461 2.745 -2.382
C 2.130 -2.384 -0.416
C 2.774 -0.453 0.902
C -1.575 1.742 -2.108
C -0.270 -1.150 -3.924
B -1.560 -2.595 -0.065
H 1.330 -2.883 -0.964
H -1.337 2.511 -0.320
H -0.312 3.453 -1.566
H 0.795 1.912 2.127
H 1.210 0.618 2.786
H 2.464 2.825 1.951
H 3.951 2.240 1.153
H 0.521 2.274 -2.418
H -1.143 -1.791 -4.049
H -2.645 1.752 -0.368
H 2.774 -0.830 1.924
H -2.173 -1.518 1.777
H -0.819 -1.416 2.962
H 0.540 -1.807 -3.606
H -2.086 -3.487 -0.367
H -1.161 -2.137 -0.957
H -1.868 0.620 4.977
H -0.661 -2.630 0.532
H 3.122 -2.524 -0.844
H 1.959 1.330 0.105
H 3.694 1.565 2.699
H -2.432 2.197 -2.604
H -1.739 0.736 -3.941
H 3.821 -0.477 0.603
H 2.139 -3.054 0.443
H -0.973 -0.915 4.554
H -0.166 -0.669 -4.896
H -0.581 3.252 -3.339
H -2.219 -1.852 0.356
H -2.344 -0.159 -2.482
```

Net charge   0
HOMO-LUMO gap   8.65 eV

Calculated M, 298.29, 549.56, 361.04 g/mol (same order as the records).
Calculated maximum force, 4.421, 2.490, 5.569 eV Å⁻¹ (same order as the records).
Calculated electronic energy, -76765.1690, -47896.4582, -26592.5854 eV (same order as the records).